No. 1
151
Properties=species:S:1:pos:R:3:forces:R:3:lowdin_charge:R:1 method="wB97M-V/def2-TZVPD" homo_ev=-11.78 e_tot_ha=-4980.7237 homo_lumo_gap_ev=8.8 total_charge=+1
H 5.158 7.270 -0.755 0.1 -0.2 0.2 0.10
H -1.649 -4.112 2.848 0.0 0.0 -0.1 0.13
C 3.922 -0.224 0.566 0.2 0.0 -0.2 -0.11
H 1.572 -0.898 -3.910 0.0 0.0 0.0 0.14
C 3.603 5.926 -1.248 0.7 -0.1 1.4 -0.49
O 3.383 5.660 -0.093 -0.5 0.1 -0.8 0.14
H -7.589 -0.548 -3.616 0.0 -0.1 0.0 0.13
O 4.639 -6.949 6.788 0.0 0.1 0.1 0.06
O -2.482 -1.437 3.052 0.0 -0.1 0.0 0.04
C 0.377 -3.666 7.288 0.1 0.1 -0.1 -0.56
H 9.526 -2.897 1.560 0.0 0.0 0.0 0.14
C -6.002 1.932 0.686 -0.4 -0.2 0.2 -0.10
H 8.541 -3.021 3.028 -0.2 0.0 -0.1 0.14
H -5.429 1.437 -0.102 0.0 0.1 0.0 0.14
O -5.871 -1.542 -5.795 0.0 0.2 0.0 0.06
H 0.735 -0.226 -6.087 -0.1 -0.2 -0.1 0.14
C -1.216 4.396 -0.247 0.4 0.6 -0.3 0.08
H -7.011 1.495 0.711 0.7 0.6 0.0 0.10
C 3.657 -6.252 7.562 -0.2 0.0 0.1 -0.12
H 5.561 6.196 -2.105 0.0 -0.1 -0.1 0.10
C 1.483 5.988 -2.208 0.6 -0.7 0.6 -0.08
O -7.429 -0.122 -6.590 0.0 0.0 0.1 0.16
H 0.198 8.313 0.633 0.1 -0.3 0.2 0.07
N -0.249 3.474 -0.047 -0.5 0.6 -0.5 0.04
O 8.945 -0.147 1.633 -0.1 -0.1 0.0 0.07
H -0.736 0.479 -5.388 0.0 0.0 0.0 0.12
H -1.514 -1.795 4.841 -0.1 0.0 0.0 0.13
O 7.791 7.608 -2.152 0.1 0.1 0.1 0.03
H -0.549 -5.689 -0.850 0.0 0.0 0.0 0.13
C -1.043 7.771 -1.053 -0.1 0.5 0.5 -0.23
H -0.376 0.477 1.979 0.1 0.1 0.1 0.05
O 6.787 -6.515 6.261 0.0 0.0 0.0 0.16
H 5.276 -1.257 1.914 -0.1 0.0 0.0 0.12
C 2.483 -1.214 1.992 0.2 0.1 0.0 -0.57
H -0.137 8.037 -1.601 0.0 -0.2 -0.1 0.09
H 0.650 0.538 -3.435 -0.2 -0.1 0.2 0.10
O -0.701 -1.578 -5.430 0.0 0.0 0.1 0.05
C -1.514 -2.173 3.817 0.4 0.1 0.2 -0.11
O -0.857 -3.272 6.895 -0.1 0.0 0.2 0.04
C -2.466 -6.701 -0.667 -0.2 0.1 -0.3 -0.11
O -8.271 0.310 0.073 -0.5 -0.4 -0.2 0.14
O -3.643 -5.829 -3.646 0.0 0.0 0.2 0.16
N -1.571 6.445 -1.366 0.1 0.2 0.0 0.04
C -0.397 2.317 0.671 0.5 0.1 0.6 -0.07
H -4.178 0.349 -4.591 -0.1 0.0 0.0 0.13
O 5.482 -4.918 7.165 -0.1 -0.1 0.0 0.06
C -4.441 -1.489 -5.725 0.3 -0.3 0.1 -0.11
H -1.752 -4.787 0.090 0.0 0.0 0.2 0.13
H -1.438 8.847 0.764 -0.1 -0.1 0.1 0.08
H 3.594 0.806 0.404 -0.1 0.0 0.1 0.12
C 0.907 3.881 -0.731 -0.5 1.8 -0.5 -0.14
H -0.522 -2.058 3.397 0.0 0.1 -0.1 0.10
C -3.771 -5.804 -7.034 0.0 0.0 -0.2 -0.12
H -3.140 -6.630 -7.368 0.0 0.0 0.0 0.13
H -1.235 -4.518 9.837 0.2 -0.1 0.0 0.14
O 6.786 9.283 -3.268 -0.1 0.0 0.0 0.16
O -0.935 -6.462 1.022 -0.1 0.0 0.0 0.04
C 9.527 8.849 -1.309 0.2 0.0 0.2 -0.11
O -7.787 0.803 -2.068 -0.1 -0.1 0.0 0.06
O 2.319 2.043 -2.884 -0.2 -0.2 0.5 0.24
C -2.029 -3.585 3.722 0.1 -0.2 0.0 -0.09
H 3.856 -4.193 8.249 0.2 0.0 0.0 0.13
C -0.332 1.402 1.445 -0.3 0.0 -0.7 0.23
C -3.636 -2.147 3.047 0.0 -0.1 0.0 -0.57
C -1.235 -7.781 0.885 0.0 -0.1 0.0 -0.57
O -0.847 -8.635 1.612 0.0 0.0 0.1 0.16
O 1.335 -3.632 6.587 0.0 -0.1 0.1 0.17
O -1.679 -2.962 -3.947 -0.1 0.1 0.0 0.18
C -1.385 -5.782 -0.154 0.0 0.2 -0.1 -0.12
H 10.593 9.020 -1.435 0.0 0.1 -0.2 0.14
O 0.365 -4.090 8.571 -0.1 0.0 -0.1 0.06
H -10.380 0.617 -3.133 0.0 0.0 0.0 0.14
H -2.543 -6.694 -1.749 0.0 -0.2 0.0 0.11
O 7.685 -1.973 1.441 0.0 0.1 0.0 0.05
H 2.656 -6.456 7.194 0.1 -0.1 -0.2 0.13
H -4.026 -1.928 -6.634 0.0 0.0 0.0 0.14
N -0.730 5.390 -1.009 0.2 -1.5 0.5 -0.02
H -1.118 7.157 1.073 0.1 -0.1 0.0 0.07
C 4.586 -0.414 1.908 0.3 0.1 0.0 -0.11
O 7.183 -0.145 0.232 -0.1 0.1 0.0 0.15
C 4.769 6.779 -1.640 -0.2 0.3 -0.5 0.03
O -6.051 3.349 0.406 0.2 0.0 0.1 0.07
H 10.452 -1.023 2.778 0.0 0.1 -0.2 0.14
H 4.553 -0.532 -0.263 -0.1 -0.2 0.0 0.13
O 2.800 5.431 -2.266 0.0 0.4 -0.3 -0.03
H 4.496 7.566 -2.345 -0.1 -0.2 -0.2 0.10
O -4.674 -1.732 2.641 -0.1 0.1 0.0 0.15
H -1.800 8.475 -1.393 -0.1 -0.2 -0.2 0.12
H -3.445 -6.479 -0.239 0.0 0.0 0.0 0.14
C -0.975 -2.039 -4.181 0.0 -0.1 0.1 -0.56
H 9.737 6.970 -2.394 0.0 0.1 0.0 0.13
H -2.237 4.382 0.112 0.0 -0.1 0.2 0.17
C 0.587 -0.429 -3.917 0.1 -0.1 -0.1 -0.12
H -4.073 -2.044 -4.864 -0.2 -0.1 0.0 0.13
C -0.011 -0.335 -5.304 0.1 0.2 -0.1 -0.12
C -9.641 -0.174 -3.000 -0.1 0.0 -0.2 -0.10
H -9.950 -1.047 -3.568 0.0 -0.1 0.2 0.14
H -1.817 -4.174 4.609 -0.2 0.0 0.0 0.12
C -4.176 -0.007 -5.624 0.2 0.1 0.1 -0.12
H 9.234 9.156 -0.303 0.0 0.0 0.0 0.13
C 9.370 -1.034 2.679 0.1 0.0 0.2 -0.10
O -5.298 0.556 -6.309 0.0 -0.1 0.1 0.06
H 8.924 -0.707 3.620 0.0 0.0 0.0 0.13
O 3.474 -0.717 2.759 -0.1 0.0 -0.1 0.08
H -8.204 1.042 -4.099 0.1 0.1 0.1 0.13
O 1.485 -1.699 2.421 -0.3 0.0 -0.1 0.14
C -3.944 -5.899 -4.791 0.1 0.0 0.0 -0.56
H -5.507 -7.113 -7.219 0.0 -0.1 0.2 0.13
H -1.866 6.361 -2.330 0.1 -0.2 -0.1 0.15
H 9.097 6.785 -0.751 -0.2 0.0 0.0 0.13
C -0.828 8.001 0.454 0.0 0.5 -0.4 -0.05
C 7.698 8.878 -2.624 0.0 0.1 -0.1 -0.57
C 8.831 -2.367 2.211 0.2 -0.2 0.2 -0.10
O -5.006 -6.586 -5.269 0.1 0.1 0.0 0.07
H 1.134 6.040 -3.236 -0.2 0.1 0.0 0.15
C 4.068 -4.810 7.379 -0.1 0.2 0.0 -0.13
C -8.237 0.279 -3.327 0.0 0.0 -0.3 -0.11
C -5.064 3.949 1.087 -0.2 0.0 0.0 -0.60
C 9.112 7.429 -1.626 0.2 -0.2 0.1 -0.11
H 1.595 6.979 -1.770 -0.5 0.1 -0.1 0.13
C 2.128 2.496 -1.839 1.1 0.5 -0.2 -0.24
O -0.335 -1.290 -3.241 -0.1 0.0 -0.3 0.06
O -3.258 -5.302 -5.796 -0.2 -0.1 -0.1 0.05
C -6.310 -0.350 -6.267 0.0 0.0 -0.1 -0.58
H 3.612 -4.354 6.504 0.0 0.0 0.0 0.11
H -2.236 -4.615 7.637 0.1 0.0 0.0 0.14
O -4.729 5.089 0.937 0.3 -0.1 -0.1 0.12
C -0.910 -3.753 9.137 -0.1 0.0 0.2 -0.10
C 7.875 -0.701 1.028 0.1 0.0 -0.1 -0.58
H -5.902 -5.452 -6.739 0.0 0.0 0.0 0.13
H -5.975 1.985 2.863 0.0 0.1 0.0 0.14
O 8.774 9.609 -2.260 -0.1 -0.2 0.0 0.07
C 0.605 5.111 -1.342 0.2 -1.4 0.7 -0.02
N 2.068 3.076 -0.745 -1.3 -0.3 -0.6 0.23
C -8.515 0.218 -1.091 0.0 -0.1 0.1 -0.55
C 5.739 -6.163 6.697 0.0 0.0 0.0 -0.58
C -5.290 1.904 2.018 0.0 -0.3 0.1 -0.09
H 3.729 -6.581 8.601 0.1 0.0 0.0 0.13
H -2.582 -2.917 8.011 0.1 0.1 -0.1 0.14
H -0.819 -2.803 9.665 0.0 0.0 -0.1 0.14
O -3.445 -3.382 3.564 0.1 0.2 -0.1 0.07
O -2.032 -7.982 -0.189 0.1 0.2 0.1 0.07
H 5.107 0.475 2.252 -0.1 0.0 0.1 0.14
O -4.482 3.099 1.962 0.0 0.1 -0.1 0.04
C -5.164 -6.252 -6.651 -0.1 0.0 -0.2 -0.11
H -3.769 -5.028 -7.796 0.1 0.1 0.1 0.13
O -9.543 -0.483 -1.602 0.1 0.1 -0.1 0.08
O 2.766 -1.070 0.677 0.0 0.1 0.1 0.06
H -3.243 0.290 -6.099 -0.1 0.1 -0.2 0.12
H -4.668 1.022 2.150 0.1 0.1 0.0 0.12
C -1.793 -3.657 7.911 -0.2 -0.1 0.1 -0.11

---

No. 2
108
Properties=species:S:1:pos:R:3:forces:R:3:lowdin_charge:R:1 method="wB97M-V/def2-TZVPD" homo_ev=-9.77 e_tot_ha=-1936.9415 smiles="COCCCCCCCCCC[C@@]1(CC(=O)OC(C)=O)OC(=O)O[C@H]1CCCOC.CCCCCC.CCCCCC" homo_lumo_gap_ev=10.3 total_charge=0 e_above_lowest_kj_mol=0.0
H 1.662 -0.891 -0.286 0.4 -0.6 -0.2 0.11
H -4.690 4.597 5.349 0.0 0.0 0.0 0.07
H -6.807 -2.002 -4.381 0.0 0.0 0.0 0.10
H 4.280 -2.338 1.562 -0.2 -0.2 -0.7 0.12
C 1.771 -3.479 0.765 -1.0 0.6 -1.2 0.03
H -3.150 2.642 6.080 0.0 0.0 0.0 0.11
H -3.710 -2.071 0.529 0.4 -0.3 0.6 0.07
O 4.580 3.607 -0.014 0.9 -1.0 0.7 -0.21
H -0.730 1.805 3.205 0.0 0.0 0.0 0.07
O 4.267 -3.203 -1.834 -0.6 -0.7 0.1 0.07
H 1.550 -4.562 0.641 -0.1 0.7 0.0 0.16
H 0.811 2.629 -3.534 -0.2 -0.3 0.5 0.11
H 4.634 1.906 1.268 -0.2 0.4 -0.3 0.11
C 0.908 -1.589 -2.205 -0.6 0.2 0.2 -0.15
C 0.233 2.647 -0.187 -0.1 1.9 -0.3 -0.21
H 1.783 4.067 0.614 -0.1 -0.3 -0.5 0.11
H -3.079 -2.576 2.160 0.2 0.2 -0.6 0.10
H -9.419 -2.926 -3.066 0.0 0.0 0.0 0.07
H -1.083 0.896 -3.605 0.5 -0.4 0.3 0.10
H -6.023 -1.950 -0.632 0.0 0.0 0.0 0.10
H 1.342 -1.547 -3.226 0.0 -0.1 0.7 0.11
C 1.692 3.257 -0.135 -0.2 -1.9 0.1 -0.18
H -4.844 4.948 3.625 0.0 0.0 0.1 0.07
C 0.577 1.950 -2.687 0.0 -0.5 -0.6 -0.20
H 0.677 1.963 4.270 -0.1 0.0 0.0 0.08
O 2.142 -4.064 -1.524 1.4 1.7 -1.6 0.06
H -7.250 -3.670 -1.852 0.0 0.0 0.0 0.11
C -0.123 -0.411 -2.050 -0.7 -0.6 -0.9 -0.19
C 0.064 2.482 3.529 0.0 0.1 -0.1 -0.10
H -0.596 3.679 -1.948 0.1 -0.5 0.2 0.11
H -7.522 -1.310 -1.259 0.0 0.0 0.0 0.10
O 3.209 -4.253 -3.521 0.0 -1.2 -3.3 0.23
C 3.916 -3.245 -0.434 -1.4 0.2 0.4 -0.26
C 7.234 -2.468 -0.185 0.4 -0.7 1.4 -0.24
H 2.897 -1.062 -1.576 -0.2 -0.4 0.7 0.13
C 5.975 3.268 -0.072 -0.1 0.4 -0.7 -0.12
C 4.738 -2.417 0.559 1.7 -0.2 -0.5 -0.09
C -2.616 2.720 5.127 0.0 -0.1 0.0 -0.23
H -1.146 -0.853 -2.071 0.6 0.2 0.2 0.10
C -5.771 -0.521 -2.219 0.1 0.0 0.1 -0.26
H 6.074 2.337 -0.672 0.2 0.3 0.5 0.08
H -7.384 -3.652 -4.314 0.0 0.0 0.0 0.10
H 0.692 2.693 2.661 0.0 -0.1 0.0 0.04
C -8.816 -2.213 -3.633 0.0 0.1 -0.1 -0.11
C -0.075 0.630 -3.223 0.4 0.6 0.7 -0.19
C -1.358 3.564 5.346 0.0 0.1 0.0 -0.23
H -6.288 -0.185 -3.122 0.0 0.0 0.0 0.10
C 0.462 -2.803 1.205 0.5 -0.4 0.0 -0.42
O 7.468 -1.153 0.320 -0.4 0.1 -1.3 -0.20
H 6.484 -3.188 1.762 -0.1 0.3 -0.5 0.12
C -0.498 3.777 4.102 0.1 -0.1 0.1 -0.26
C -6.534 -1.670 -1.561 -0.1 0.0 0.0 -0.23
H -0.750 3.084 6.120 0.0 0.0 0.0 0.11
C 2.677 2.098 0.282 0.4 1.3 0.8 -0.18
C -4.327 -0.872 -2.557 0.0 0.1 -0.1 -0.11
H -4.403 2.546 3.957 0.0 0.0 0.0 0.10
C -2.823 -2.092 1.199 0.0 0.5 -0.7 0.04
H -4.267 -1.692 -3.276 0.0 0.0 0.0 0.07
H 6.403 3.158 0.945 -0.1 0.0 -0.5 0.09
H 0.497 0.193 -4.066 -0.3 0.4 0.4 0.10
C 2.386 -2.973 -0.586 0.9 -1.3 2.6 -0.35
H -2.328 1.698 4.862 0.0 0.0 0.0 0.10
H 8.058 -0.668 -1.668 -0.2 0.0 0.6 0.09
H 8.171 -3.055 -0.038 -0.4 0.2 -0.3 0.13
O -1.922 -3.969 0.015 -0.4 -1.7 -0.6 0.19
H 0.320 -2.527 -2.175 0.6 0.4 0.2 0.11
H 4.950 -1.382 0.219 -0.5 -0.5 0.0 0.12
C 3.205 -3.895 -2.431 -0.1 1.2 3.2 -0.52
C 8.191 -0.354 -0.612 0.7 0.1 0.0 -0.11
H 7.865 0.699 -0.530 0.2 -0.5 0.1 0.07
H 1.980 3.612 -1.140 -0.1 0.1 0.6 0.11
C -7.379 -2.704 -3.768 -0.1 -0.1 0.1 -0.27
C -1.753 -2.910 0.475 -0.2 1.8 1.0 -0.47
H 0.338 4.433 4.365 -0.1 0.0 0.0 0.11
H 2.954 1.461 -0.585 -0.2 0.3 0.6 0.10
C -0.359 2.642 -1.640 0.4 -0.8 0.6 -0.19
H 6.525 4.071 -0.605 -0.5 -0.4 0.3 0.09
H 6.018 -4.157 0.341 0.3 0.4 0.4 0.11
C -3.575 3.253 4.063 -0.1 0.0 0.1 -0.27
O 0.230 -2.738 2.363 -0.4 0.1 1.5 0.16
H 1.563 1.655 -2.262 -0.6 0.4 -0.1 0.09
H 3.935 -4.335 -0.191 0.3 0.8 0.5 0.17
H -3.081 3.292 3.088 0.0 0.0 0.0 0.10
H -1.066 4.304 3.329 0.0 0.0 0.0 0.10
C 2.030 -1.560 -1.090 -0.8 0.1 -1.3 -0.07
H -3.820 -0.011 -2.997 0.1 -0.1 0.0 0.07
H 9.282 -0.436 -0.390 -0.6 0.2 -0.2 0.09
H -3.776 -1.163 -1.658 0.0 0.0 -0.1 0.05
H -5.771 0.333 -1.534 0.0 0.0 0.0 0.11
H -1.305 2.057 -1.576 0.4 0.5 -0.3 0.10
H 6.976 -2.500 -1.263 -0.1 0.3 0.6 0.12
H -5.703 -3.368 -2.601 0.0 0.0 0.0 0.10
H -0.014 0.055 -1.055 -0.1 -0.1 -0.6 0.08
H -2.542 -1.033 1.353 0.1 -0.7 0.1 0.09
H -9.272 -2.096 -4.618 0.0 0.0 0.1 0.07
H -1.639 4.541 5.752 0.0 0.0 0.0 0.10
H 3.711 3.336 1.822 -0.2 -0.5 -0.4 0.13
H 2.197 1.479 1.075 0.2 0.2 -0.6 0.10
C -4.148 4.625 4.401 0.0 0.0 -0.2 -0.11
H 2.469 -3.426 1.620 -0.4 0.3 -0.5 0.13
O -0.479 -2.309 0.317 0.7 -0.3 -0.2 0.05
C 6.152 -3.117 0.709 -0.5 -0.1 -0.8 -0.14
H -3.365 5.383 4.476 0.0 0.0 0.0 0.07
H -8.867 -1.245 -3.131 0.0 0.0 0.0 0.06
H -0.405 3.340 0.412 0.2 -0.6 -0.3 0.10
H 0.182 1.666 0.319 0.1 0.4 -0.4 0.08
C -6.687 -2.925 -2.423 0.1 0.0 0.0 -0.23
C 3.949 2.711 0.931 -0.5 0.1 -0.4 -0.23

---

No. 3
20
Properties=species:S:1:pos:R:3:forces:R:3:lowdin_spin:R:1 method="wB97M-V/def2-TZVPD" homo_ev="-5.31 / -10.00" e_tot_ha=-569.3329 homo_lumo_gap_ev="5.8 / 6.9" multiplicity=3 s_squared=2.04 total_charge=0 e_above_lowest_kj_mol=345.1
C 0.568 1.117 -0.270 2.6 0.4 0.3 0.35
C 2.730 0.461 0.349 4.7 3.0 -0.3 0.47
C -2.358 0.250 0.389 0.6 1.7 -2.7 0.02
C 0.976 -1.105 0.604 1.9 -0.5 0.4 0.08
H 3.860 0.565 0.492 -1.9 0.6 -0.5 0.02
C 2.276 -0.784 0.744 0.7 -4.6 1.6 0.33
H -0.017 1.875 -0.553 -2.6 2.5 -1.0 0.02
C -1.326 -0.635 -0.237 1.5 1.9 0.8 0.05
H -3.690 0.403 1.830 -0.2 0.8 -0.3 0.00
N -1.361 -0.622 -1.715 0.4 -1.3 1.6 0.04
H -2.497 1.143 -0.228 -0.3 0.4 0.5 0.00
C 1.874 1.421 -0.112 0.1 2.7 -0.5 0.07
H 3.169 -1.416 1.109 -2.3 0.3 -0.4 0.01
N -2.972 -0.129 1.376 -0.6 -1.9 2.3 0.01
C 0.114 -0.200 0.047 -3.6 -1.4 0.1 0.46
H 2.183 2.497 -0.271 -0.2 -1.5 0.0 0.00
H -1.558 -1.583 0.099 0.1 -2.2 0.5 0.00
O -0.917 -1.622 -2.218 0.0 -0.7 -1.2 0.05
H 0.596 -2.045 0.794 -0.5 -1.9 0.7 0.00
O -1.651 0.407 -2.227 -0.6 1.8 -1.8 0.01